A cluster of 6 separate species, C38H44F5N2O in total, computed with ωB97M-V with the def2-TZVPD basis set.

Geometry as XYZ:
```
90
Properties=species:S:1:pos:R:3:forces:R:3:mulliken_charge:R:1
N 5.693126 -3.969646 2.749280 -0.0571 0.0865 -0.0174 -0.55
C 4.972818 -5.128374 3.230884 0.0933 -0.0207 -0.0972 -0.66
C 4.219446 -5.971563 2.176316 -0.0307 0.0847 0.0302 0.33
O 4.975804 -7.138096 1.961827 -0.1012 -0.1960 -0.1002 -0.54
C 2.807434 -6.346847 2.626111 -0.1409 -0.0050 -0.0491 -0.99
N 1.953476 -5.110901 2.710968 -0.0225 0.1619 -0.0631 0.39
C 0.863159 -5.039166 1.671208 0.1576 -0.0929 0.0081 -0.66
C 0.420346 -3.593620 1.507621 -0.0490 -0.0195 0.0804 -1.01
C 0.550349 -2.783013 2.812893 0.0117 0.0942 -0.0607 -0.26
C 0.562078 -3.576633 4.129047 -0.1175 -0.0772 -0.0202 -0.93
C 1.311116 -4.915248 4.057821 0.1118 -0.0422 -0.0259 -0.77
H 6.160788 -4.108097 1.864402 0.0693 -0.0581 0.0729 0.25
H 5.160224 -3.112616 2.725912 -0.0265 -0.0649 -0.0417 0.21
H 4.294781 -4.798558 4.023350 0.0075 0.0253 0.0052 0.24
H 5.673834 -5.819781 3.703465 -0.0429 -0.0233 0.0390 0.42
H 4.146865 -5.373458 1.253625 -0.0582 -0.0473 -0.0122 0.28
H 4.570988 -7.707190 1.290479 0.1288 0.2226 0.0921 0.35
H 2.334589 -7.017236 1.908348 -0.0010 -0.0376 0.0606 0.55
H 2.812861 -6.829876 3.601453 0.0865 -0.0046 0.0108 0.28
H 2.561119 -4.305233 2.539294 0.0452 -0.0441 0.0686 0.17
H 0.075214 -5.690094 2.049002 -0.0485 0.0080 -0.0687 0.37
H 1.247860 -5.464267 0.745754 0.0246 0.0319 0.0057 0.47
H 1.031806 -3.112011 0.743143 -0.0293 -0.0256 -0.0488 0.33
H -0.598095 -3.596762 1.120562 -0.0297 0.0215 0.0901 0.44
H -0.254339 -2.054808 2.860849 -0.0110 0.0964 0.0252 0.47
H 1.459757 -2.180703 2.764984 0.0174 -0.0500 -0.0158 0.19
H 1.032463 -2.945856 4.880939 -0.0430 -0.0270 0.0717 0.36
H -0.449077 -3.770194 4.484520 -0.0412 0.0127 -0.0922 0.34
H 0.650065 -5.774496 4.162979 -0.0222 0.0186 0.0911 0.49
H 2.092108 -5.001067 4.811367 0.0362 0.0349 -0.0485 0.41
F 1.320393 0.270902 2.992254 0.0813 0.0191 0.0928 -0.41
C 0.863234 0.840076 1.848351 -0.0192 -0.0605 -0.0157 0.31
C 1.503425 0.537478 0.664098 0.0033 0.0489 -0.0103 -0.49
C 1.022447 1.108795 -0.506196 0.0240 -0.0211 -0.0278 -0.23
C -0.083493 1.946999 -0.473168 -0.0092 -0.0482 -0.0077 -1.11
C -0.710549 2.220785 0.734576 -0.0373 0.0112 -0.0252 -0.09
C -0.230998 1.674276 1.917294 -0.0387 -0.0386 -0.0439 -0.57
H 2.366700 -0.115302 0.666236 0.0133 0.0135 0.0082 0.55
H 1.505492 0.887845 -1.448308 -0.0138 0.0097 0.0222 0.41
H -0.463646 2.374641 -1.391142 -0.0076 -0.0059 -0.0065 0.49
H -1.589894 2.850889 0.758635 0.0274 -0.0299 -0.0024 0.64
H -0.696999 1.875785 2.870567 -0.0149 0.0111 0.0485 0.51
F 0.180126 0.109617 -3.368634 0.0052 -0.0391 -0.0316 -0.28
C -0.684841 0.511568 -4.334505 0.0061 0.0215 0.0535 0.33
C -0.469009 1.728950 -4.944528 -0.0270 0.0073 -0.0199 -0.12
C -1.361445 2.139584 -5.925240 0.0084 0.0210 -0.0205 -0.23
C -2.438132 1.335881 -6.273662 0.0079 -0.0028 0.0082 -0.67
C -2.626505 0.116085 -5.638894 -0.0137 -0.0152 0.0021 -0.32
C -1.745052 -0.309907 -4.654525 -0.0086 0.0145 -0.0264 -0.63
H 0.379557 2.335300 -4.660542 0.0005 -0.0176 0.0018 0.33
H -1.206289 3.091582 -6.415463 -0.0041 -0.0086 0.0046 0.42
H -3.129585 1.660109 -7.039232 -0.0011 -0.0002 -0.0002 0.39
H -3.465377 -0.511751 -5.908789 -0.0005 0.0020 -0.0018 0.36
H -1.870593 -1.254675 -4.143995 0.0042 -0.0016 0.0025 0.43
F -3.748204 3.981220 1.014507 0.0158 0.0581 0.0390 -0.30
C -3.457961 5.081120 1.760405 0.0460 -0.0532 -0.0862 0.68
C -2.171417 5.579345 1.714850 -0.0086 0.0183 0.0219 -0.45
C -1.878658 6.706906 2.469812 -0.0277 -0.0358 0.0294 -0.49
C -2.862281 7.303324 3.246738 0.0140 0.0084 -0.0090 -0.57
C -4.144233 6.772888 3.270132 -0.0431 0.0074 0.0197 -0.31
C -4.458220 5.647043 2.520914 0.0330 0.0217 0.0138 -0.57
H -1.423486 5.094888 1.101708 -0.0145 0.0474 -0.0061 0.49
H -0.877326 7.115676 2.451234 -0.0009 0.0098 -0.0107 0.37
H -2.631663 8.183471 3.831045 0.0041 -0.0025 0.0034 0.39
H -4.911952 7.238640 3.873462 0.0017 0.0024 0.0021 0.37
H -5.451044 5.218961 2.518952 -0.0001 -0.0045 -0.0084 0.44
F -3.121477 -1.200733 4.625750 0.0150 -0.0104 -0.0370 -0.36
C -3.920553 -0.802049 3.604347 0.0189 -0.0244 0.0366 0.49
C -4.774414 -1.725134 3.036469 0.0067 0.0048 0.0045 -0.68
C -5.584311 -1.309496 1.988202 -0.0178 -0.0153 -0.0041 -0.22
C -5.526622 -0.000694 1.530734 0.0208 0.0019 -0.0098 -0.79
C -4.658078 0.905115 2.125288 -0.0168 -0.0153 -0.0345 -0.04
C -3.846222 0.507707 3.178327 -0.0010 -0.0139 -0.0160 -0.47
H -4.809663 -2.735468 3.421276 0.0012 0.0036 -0.0026 0.45
H -6.268325 -2.013907 1.533395 0.0015 0.0030 -0.0030 0.38
H -6.159743 0.315334 0.713021 -0.0029 0.0010 -0.0011 0.42
H -4.606671 1.924387 1.767054 -0.0115 -0.0124 0.0249 0.36
H -3.174526 1.195573 3.670381 0.0441 0.0323 0.0232 0.47
F 0.580366 4.880358 -6.717110 0.0065 0.0120 -0.0024 -0.34
C 1.790833 4.351206 -7.007743 -0.0578 -0.0100 0.0148 0.40
C 2.539329 3.821043 -5.977554 0.0398 -0.0148 0.0192 -0.34
C 3.774687 3.265216 -6.278581 0.0062 0.0046 -0.0082 -0.42
C 4.238626 3.254462 -7.586521 -0.0162 -0.0032 0.0008 -0.53
C 3.461983 3.799955 -8.599649 0.0044 -0.0007 -0.0194 -0.28
C 2.221720 4.355406 -8.317956 0.0158 -0.0103 0.0071 -0.55
H 2.159450 3.854029 -4.965439 0.0124 0.0238 0.0008 0.54
H 4.375799 2.840875 -5.485161 0.0081 0.0124 0.0000 0.36
H 5.203449 2.823607 -7.816471 0.0002 -0.0009 -0.0007 0.38
H 3.821053 3.794462 -9.620210 0.0025 -0.0006 0.0018 0.36
H 1.597821 4.785169 -9.089200 -0.0033 0.0016 0.0016 0.43
```
Forces are in eV/Å.

Its multiplicity is 1. Its total charge is +1.

A structure of composition C38H44F5N5O2Rh, computed with ωB97M-V with the def2-TZVPD basis set.

Geometry as XYZ:
```
95
Properties=species:S:1:pos:R:3:forces:R:3:lowdin_spin:R:1
Rh -0.421030 -0.221922 -0.205720 -0.0596 -0.1233 -0.4400 1.46
C 5.065456 -3.266910 1.162642 0.0000 0.0342 0.0070 0.01
C 4.640838 -1.832907 1.505302 -0.0307 -0.0984 -0.0953 0.02
C 3.587100 -1.306860 0.581612 -0.0157 0.0204 0.0600 0.13
C 3.768992 -0.564397 -0.580978 0.0454 0.0350 -0.0200 0.03
C 5.062478 -0.028624 -1.123575 -0.0850 0.0019 0.0860 0.00
C 5.350327 1.391316 -0.623086 -0.0114 -0.0344 -0.0129 0.00
C 2.485851 -0.325551 -1.091450 0.0266 -0.0806 -0.0812 0.16
C 2.147837 0.344507 -2.381809 -0.1584 -0.0530 -0.0390 0.04
C 1.121637 1.427748 -2.235722 0.0978 0.1209 0.2337 0.15
C 1.101545 2.634584 -2.924485 -0.0496 0.0467 -0.0497 0.03
C 2.030701 3.089478 -4.012776 -0.0937 -0.0267 -0.0173 0.00
C 1.427576 3.005947 -5.420554 0.0056 0.0284 0.0828 0.00
C 0.025048 3.368736 -2.396950 -0.0817 0.0157 -0.1344 0.14
C -0.579861 2.563951 -1.412090 0.0458 0.0237 0.2010 0.03
C -1.680724 2.917770 -0.618975 0.0778 -0.1079 0.0394 0.27
C -2.380224 2.051336 0.243635 -0.1840 -0.0679 -0.4089 0.02
N -2.168130 0.714823 0.313481 0.1000 0.2315 0.5398 0.11
C -3.118423 0.205347 1.169951 -0.1647 -0.2971 -0.2219 0.06
C -3.116321 -1.108181 1.639999 0.1088 0.1937 -0.0830 0.11
C -2.006108 -1.924554 1.694053 0.0607 0.0407 0.1686 0.06
N -0.731963 -1.491218 1.337883 -0.0564 -0.3215 0.2396 0.13
C 0.144929 -2.380804 1.849307 0.0270 0.0446 -0.0767 0.06
C 1.549057 -2.275032 1.694189 -0.0466 0.0421 0.0084 0.26
C 2.183364 -1.494523 0.731991 -0.0163 -0.1366 -0.0525 0.04
N 1.529929 -0.864505 -0.305942 0.1042 0.0483 0.0310 0.04
C -0.553865 -3.415156 2.554570 0.0579 -0.0467 0.1197 0.05
C -1.898882 -3.147415 2.417919 -0.0128 0.0042 -0.0841 0.02
C -3.067599 -3.982850 2.845305 0.0438 -0.0321 -0.0197 0.00
C -3.086140 -5.334952 2.125327 0.0079 0.0262 0.0127 0.00
C 0.121419 -4.554911 3.267797 -0.1082 0.0444 -0.0168 0.01
C -0.449646 -4.873969 4.653607 -0.0030 0.0120 -0.0440 0.00
C -3.986352 1.246001 1.607530 0.0269 0.0450 0.0907 -0.01
C -3.505345 2.412143 1.056394 0.0323 0.0911 0.1018 0.04
C -3.941075 3.821574 1.324881 0.0408 -0.0639 -0.0481 0.01
C -2.955305 4.578600 2.223911 -0.0324 -0.0428 -0.0139 0.01
C -5.067858 1.087480 2.635640 0.0665 -0.0134 -0.0451 0.00
C -4.515944 0.945565 4.059640 0.0058 0.0248 -0.0635 0.00
N 0.121117 1.380156 -1.302342 -0.0446 0.0479 -0.2422 0.08
C -0.473313 4.708477 -2.845325 -0.0259 -0.0763 0.0065 0.02
C -1.755699 4.610125 -3.683803 0.0696 -0.0289 0.0028 0.01
H 5.816916 -3.640238 1.863925 -0.0161 0.0052 -0.0196 0.00
H 5.483643 -3.309912 0.154504 -0.0183 -0.0055 0.0214 0.00
H 4.204597 -3.937870 1.188710 0.0189 0.0123 -0.0052 0.00
H 5.518257 -1.181320 1.466639 -0.0023 0.0142 0.0275 0.00
H 4.272976 -1.799558 2.534130 0.0243 0.0113 0.0198 0.00
H 5.047178 -0.028053 -2.215421 0.0345 -0.0317 -0.0314 0.00
H 5.881554 -0.691339 -0.830570 0.0029 -0.0026 -0.0350 0.00
H 4.558643 2.074519 -0.940226 0.0184 -0.0040 0.0152 0.00
H 6.304384 1.767297 -1.002476 -0.0255 -0.0044 0.0038 0.00
H 5.379439 1.410934 0.468430 0.0004 0.0115 -0.0207 0.00
H 3.054337 0.817796 -2.759118 0.0398 0.0548 -0.0112 0.00
H 2.956100 2.508183 -3.983840 0.0098 -0.0036 -0.0127 0.00
H 2.317158 4.128172 -3.820857 0.0633 0.0002 0.0244 0.00
H 1.115591 1.987940 -5.645357 -0.0062 -0.0041 -0.0169 0.00
H 2.149019 3.325190 -6.177168 -0.0130 0.0025 0.0113 0.00
H 0.548230 3.649168 -5.496422 0.0195 -0.0188 -0.0112 0.00
H -2.045743 3.933709 -0.705155 0.0050 -0.0160 0.0039 0.02
H -4.026191 -1.470952 2.103300 0.0178 0.0529 0.0616 0.00
H 2.178153 -2.875112 2.337004 -0.0179 0.0153 0.0102 0.02
H -3.063222 -4.138772 3.926824 0.0033 0.0085 0.0084 0.00
H -3.990936 -3.453255 2.609006 -0.0268 0.0047 0.0337 0.00
H -3.071077 -5.182794 1.044820 -0.0062 -0.0156 0.0259 0.00
H -3.978979 -5.907632 2.386156 0.0135 0.0002 -0.0023 0.00
H -2.210728 -5.932944 2.387267 -0.0283 0.0145 -0.0194 0.00
H 1.178394 -4.312396 3.378471 0.0209 -0.0098 -0.0083 0.00
H 0.087150 -5.457464 2.647315 0.0480 -0.0087 0.0045 0.00
H -1.392489 -5.419277 4.587021 0.0154 0.0357 0.0192 0.00
H -0.632947 -3.954611 5.214018 0.0249 -0.0291 0.0029 0.00
H 0.245789 -5.491260 5.226709 -0.0224 -0.0068 -0.0210 0.00
H -4.926356 3.815685 1.796424 -0.0274 0.0043 -0.0260 0.00
H -4.052030 4.364746 0.380234 -0.0327 0.0064 0.0116 0.00
H -2.823204 4.048503 3.169839 -0.0012 0.0288 -0.0148 0.00
H -3.304275 5.591952 2.441485 0.0093 -0.0301 -0.0227 0.00
H -1.977004 4.644450 1.744964 -0.0057 -0.0013 0.0267 0.00
H -5.683606 0.215307 2.396245 -0.0160 0.0005 0.0058 0.00
H -5.729985 1.955069 2.599219 -0.0473 -0.0187 -0.0413 0.00
H -3.873098 0.067638 4.139097 -0.0031 0.0127 0.0108 0.00
H -5.321407 0.853806 4.792799 0.0115 0.0012 -0.0157 0.00
H -3.911907 1.817690 4.317582 -0.0094 -0.0117 0.0159 0.00
H 0.304425 5.206147 -3.430748 0.0103 0.0230 0.0195 0.00
H -0.664850 5.344871 -1.974994 0.0171 0.0295 -0.0112 0.00
H -1.594140 3.966524 -4.551033 -0.0171 0.0257 0.0195 0.00
H -2.082257 5.592279 -4.036810 0.0084 -0.0194 0.0271 0.00
H -2.558545 4.163810 -3.095595 -0.0039 0.0091 -0.0285 0.00
O -1.238112 -2.352347 -1.177938 -0.0040 -0.0205 -0.0007 0.14
N -1.729622 -1.879371 -2.212296 0.0941 0.1146 0.1787 0.03
O -1.579322 -0.655156 -2.327446 0.0130 0.1351 0.0208 0.15
F 1.041391 -0.087218 -4.459284 -0.0131 -0.0286 -0.0461 0.00
C 1.761138 -0.686825 -3.474137 0.0179 0.0713 0.0220 0.02
F 1.033018 -1.713550 -3.003251 0.0298 0.0005 0.0136 0.00
C 2.973504 -1.312081 -4.202190 -0.1287 0.1182 0.0877 0.00
F 3.705316 -0.353989 -4.796321 0.0856 0.0761 -0.0253 0.00
F 2.572626 -2.159585 -5.148084 -0.0623 -0.1022 -0.1497 0.00
F 3.767743 -1.976904 -3.366401 0.1072 -0.0798 0.1223 0.00
```
Forces are in eV/Å.

Its energy above the lowest of the compared OMol25 structures with the same formula, charge and spin is 0.0 kJ/mol. Its multiplicity is 5. Its total charge is -1.

| no. | F_max (eV/Å) | E_tot (hartree) |
| --- | --- | --- |
| 1 | 0.273 | -2158.2258 |
| 2 | 0.596 | -2508.5840 |